Entry 1:
A 4-piece molecular cluster, C24H42NO10 overall, computed with the ωB97M-V functional and the def2-TZVPD basis.

Geometry as XYZ:
```
77
Properties=species:S:1:pos:R:3:forces:R:3
C 4.292672 -1.612234 2.582494 0.287 0.349 -0.120
C 3.634608 -1.153718 1.232644 -0.774 -0.264 0.838
O 4.614178 -0.478940 0.419117 -0.926 -0.339 -0.319
C 4.112151 -0.142918 -0.874194 0.810 0.671 -0.108
C 3.969833 1.448933 -0.964740 -1.178 -0.620 0.173
C 2.615795 1.800153 -0.248858 -0.863 0.629 -0.219
C 1.405815 1.648155 -1.027804 1.188 0.459 2.033
N 0.200120 1.912304 -0.422562 0.650 0.165 0.732
C 0.047108 2.307542 0.878130 1.307 0.700 1.519
C -1.384635 2.527994 1.467451 0.008 -0.278 0.335
O -2.316571 1.634380 0.870162 0.970 0.203 -0.041
C -1.940826 0.262875 1.056533 -0.846 -1.452 -0.011
C 1.206959 2.527509 1.733966 1.074 -1.017 -2.195
C 2.523209 2.260500 1.152087 -1.194 0.143 -1.866
C 3.876269 2.384758 1.918065 0.347 -0.430 0.412
O 4.147116 1.607085 2.789436 -0.687 0.390 -0.143
O 4.787163 3.364705 1.562977 -1.538 -0.447 0.434
H 5.360542 -1.251224 2.565786 -1.024 -0.558 0.053
H 3.805103 -1.103701 3.456326 0.388 -0.539 -0.857
H 4.258679 -2.723281 2.745472 0.082 1.125 -0.301
H 3.145290 -2.000110 0.668030 0.714 0.683 0.496
H 2.799776 -0.439125 1.483977 0.660 -0.540 -0.303
H 4.876572 -0.501001 -1.622355 -0.901 0.403 0.591
H 3.113048 -0.625305 -1.063973 0.960 0.370 0.035
H 3.906844 1.768055 -2.043765 0.027 -0.281 1.080
H 4.830189 1.972116 -0.482830 -0.675 -0.608 -0.411
H 1.402651 1.313800 -2.088788 -0.077 0.352 1.053
H -0.662275 1.774121 -0.959787 0.234 0.084 0.292
H -1.374392 2.335612 2.580918 0.437 0.175 -1.044
H -1.736553 3.592854 1.359836 0.425 -1.090 -0.282
H -2.829357 -0.353186 0.743061 0.890 0.706 0.302
H -1.087833 -0.083046 0.417363 -0.555 0.441 0.559
H -1.726468 -0.014738 2.124255 -0.090 0.554 -0.825
H 1.102942 2.878940 2.787666 -0.084 -0.406 -1.209
H 5.294081 3.500429 2.393186 0.140 -0.262 -0.685
O 0.247794 -3.440844 0.225038 -0.365 0.325 0.006
C -0.765784 -3.829485 -0.304966 0.200 -0.457 -0.031
O -1.945014 -3.276794 0.025356 0.136 0.645 0.277
C -3.181968 -3.509834 -0.674620 -0.198 -0.257 -0.278
C -3.874199 -4.753789 -0.157225 0.114 -0.119 0.134
C -0.743433 -4.986414 -1.266397 -0.030 0.109 -0.542
H -3.029252 -3.536828 -1.758068 0.089 -0.040 0.439
H -3.811421 -2.639952 -0.473819 0.223 0.046 0.163
H -3.271870 -5.648047 -0.326745 -0.041 0.026 -0.105
H -4.839190 -4.888619 -0.649365 0.038 0.042 -0.003
H -4.036445 -4.680426 0.920346 -0.062 0.046 -0.064
H -0.788136 -5.919762 -0.703347 0.017 0.053 0.013
H 0.192151 -4.951030 -1.825039 0.046 -0.075 0.254
H -1.540928 -4.961571 -2.003601 -0.094 -0.074 0.161
O 0.611888 5.263165 2.552881 0.106 0.156 0.180
C 1.573901 5.963732 2.775409 -0.046 0.342 -0.150
O 1.476675 6.959896 3.661346 -0.398 -0.349 0.268
C 2.591886 7.722453 4.147706 0.264 0.375 -0.073
C 2.912402 8.877239 3.221270 -0.051 -0.031 -0.219
C 2.854249 5.797430 2.007491 0.270 -0.254 0.268
H 3.455705 7.080853 4.332081 -0.057 -0.050 -0.103
H 2.287846 8.115429 5.118429 -0.196 -0.192 -0.086
H 3.209916 8.527986 2.231033 0.094 0.005 0.060
H 3.721178 9.484588 3.630176 -0.043 -0.036 0.008
H 2.033299 9.509277 3.083657 0.046 -0.018 0.116
H 2.784099 6.350751 1.070373 0.021 0.000 0.048
H 2.987873 4.744568 1.787463 -0.186 0.202 -0.205
H 3.740858 6.110741 2.554330 -0.036 0.203 -0.102
O -2.859809 -4.242822 -3.614219 -0.413 0.094 -0.334
C -3.885464 -4.615337 -4.134031 0.045 -0.454 -0.150
O -5.051379 -4.051881 -3.786545 0.265 0.530 0.190
C -6.291903 -4.273772 -4.474105 -0.358 -0.269 -0.044
C -6.991959 -5.513109 -3.955906 0.138 -0.164 0.081
C -3.888793 -5.767312 -5.102862 0.077 0.187 -0.576
H -6.142612 -4.298016 -5.554854 0.113 -0.064 0.057
H -6.911285 -3.399769 -4.268480 0.258 0.054 0.093
H -6.398864 -6.412259 -4.130167 -0.058 0.020 -0.096
H -7.960354 -5.638993 -4.442289 0.040 0.030 0.019
H -7.147186 -5.439499 -2.877723 -0.058 0.084 -0.071
H -3.938346 -6.703515 -4.545651 -0.024 0.042 -0.018
H -2.959962 -5.739847 -5.672737 0.042 -0.072 0.250
H -4.695968 -5.728877 -5.830905 -0.119 -0.117 0.166
```
Forces are in eV/Å.

Summary:
HOMO-LUMO gap, hartree: 0.2890
Max |F|, Eh/bohr: 0.0515
Total charge: +1
HOMO energy, eV: -11.835

Entry 2:
H10O13P2Zr as an isolated structure, computed with the ωB97M-V functional and the def2-TZVPD basis.

Geometry as XYZ:
```
26
Properties=species:S:1:pos:R:3:forces:R:3
Zr 0.096704 0.421663 0.517534 0.102 1.507 -1.292
P -0.502390 -1.951844 -2.096782 -1.854 -8.182 -6.531
O -0.138124 -0.972905 -0.965584 0.385 1.672 1.731
O -1.974832 -2.088488 -2.596361 -1.001 3.198 1.767
O -0.312622 -3.498044 -1.792044 1.448 1.062 3.110
O 0.304941 -1.881945 -3.436102 1.319 3.079 1.203
P 0.369377 2.283151 2.322627 2.521 0.179 -2.845
O 0.278998 2.573617 0.789252 -1.880 3.679 -2.488
O 1.505715 1.272371 1.856515 2.904 -2.627 3.124
O -0.750534 1.245383 2.267601 -3.319 -1.760 2.557
O 0.593155 3.329222 3.351508 -0.495 -0.709 -0.141
O 2.322792 -0.219210 -0.162587 0.877 0.107 0.056
H 2.746744 -0.376801 -1.011673 -0.539 -0.184 -0.283
H 2.764155 -0.808627 0.452274 -0.047 0.084 0.190
O 0.712775 -1.400941 1.659656 0.541 -1.323 0.660
H 1.177830 -1.493244 2.495599 0.001 0.589 0.129
H 0.770746 -2.269443 1.227243 -0.467 0.129 -0.609
O 0.652006 1.404991 -1.541304 0.497 0.353 -0.890
H 0.978258 2.293717 -1.710899 -0.039 0.184 0.625
H 0.970458 0.861169 -2.280435 -0.511 -0.622 0.067
O -1.824130 -0.829656 1.019059 -1.077 -0.147 -0.060
H -2.147855 -1.251771 1.816699 0.241 0.239 0.252
H -2.366636 -1.187295 0.296218 0.595 -0.167 -0.525
O -1.769668 1.409918 -0.611866 -0.660 0.191 0.018
H -2.685677 1.462314 -0.330069 0.062 -0.173 0.305
H -1.772183 1.672693 -1.536075 0.395 -0.358 -0.132
```
Forces are in eV/Å.

Summary:
HOMO-LUMO gap, hartree: 0.1209
Max |F|, Eh/bohr: 0.2068
Total charge: -2
HOMO energy, eV: 1.219

Entry 3:
A 4-piece molecular cluster, C2H10O4 overall, computed with the ωB97M-V functional and the def2-TZVPD basis.

Geometry as XYZ:
```
16
Properties=species:S:1:pos:R:3:forces:R:3
C 1.479787 -0.094513 0.210639 -0.682 -2.164 -1.789
C 1.684932 -1.353354 1.026308 0.098 -0.221 0.044
O 0.794129 -2.144648 1.289906 0.895 0.565 -0.076
H 1.737955 0.727704 0.789047 0.454 1.717 1.023
H 0.444173 -0.022848 -0.179370 0.625 -0.034 0.548
H 2.122099 -0.090857 -0.700338 -0.164 -0.069 0.747
H 2.745563 -1.545465 1.419355 -1.087 0.160 -0.406
O -1.781373 -1.276584 0.774530 -1.076 1.405 -0.125
H -0.936506 -1.620295 1.000972 1.746 -0.608 0.398
H -2.316636 -2.029069 0.592847 -0.738 -0.786 -0.269
O -1.947609 1.140783 -0.571774 -0.430 0.261 0.699
H -2.466647 1.755178 -0.021741 0.356 -0.252 -0.448
H -1.908444 0.327662 -0.023796 0.011 -0.038 -0.299
O 0.464059 2.082390 -1.699721 -0.173 -0.321 0.787
H 0.277069 2.365343 -2.586195 -0.199 0.169 -0.544
H -0.392552 1.778575 -1.320669 0.364 0.215 -0.289
```
Forces are in eV/Å.

Summary:
SMILES: CC=O.O.O.O
HOMO-LUMO gap, hartree: 0.4149
Max |F|, Eh/bohr: 0.0562
Total charge: 0
HOMO energy, eV: -10.411

Entry 4:
C27H22BrCoNO5SSe as an isolated structure, computed with the ωB97M-V functional and the def2-TZVPD basis.

Geometry as XYZ:
```
59
Properties=species:S:1:pos:R:3:forces:R:3
Co -0.582012 0.666942 0.164779 -0.212 -0.027 0.365
Br -1.709250 0.801629 3.308503 -0.006 -0.135 -0.144
C -1.806353 2.678439 3.052826 -0.037 0.062 -0.056
C -2.473249 3.362197 4.031853 0.034 0.015 -0.046
C -2.579191 4.764864 3.967262 -0.005 -0.013 0.007
C -1.983629 5.427975 2.938464 -0.005 -0.001 0.002
C -1.277236 4.734177 1.923421 0.019 -0.165 0.045
C -0.633406 5.477262 0.911789 -0.007 0.026 0.001
C 0.073140 4.821309 -0.050319 0.042 0.028 -0.025
C 0.112632 3.415719 -0.065536 0.041 -0.044 0.018
C -0.520377 2.593600 0.852082 0.040 0.074 -0.154
C -1.193263 3.297214 1.917776 0.069 0.069 0.040
H -2.911691 2.817691 4.856585 -0.006 -0.007 0.002
H -3.120234 5.299867 4.738944 0.004 0.002 0.003
H -2.031671 6.510692 2.876753 0.003 -0.011 -0.001
H -0.711863 6.559813 0.925392 0.007 -0.014 0.004
H 0.586565 5.376865 -0.828696 -0.007 -0.006 0.006
H 0.659668 2.960359 -0.883373 -0.048 0.024 0.013
O 2.393598 0.460395 -6.159203 0.082 -0.133 0.052
C 3.012427 0.138976 -5.127002 0.075 0.213 -0.003
O 4.180769 -0.286077 -4.983725 -0.132 -0.022 -0.083
C 2.229710 0.331790 -3.802182 -0.024 -0.060 -0.043
C 2.857885 0.104161 -2.584384 0.011 -0.003 0.093
C 2.148895 0.273944 -1.410065 -0.079 0.037 -0.036
N 0.865331 0.637527 -1.387496 -0.052 -0.267 -0.106
C 0.256605 0.881614 -2.555551 0.018 0.069 0.036
C 0.902684 0.743772 -3.773240 0.057 0.036 -0.061
C -1.197634 1.333939 -2.446461 0.000 -0.093 0.148
O -1.771646 1.734536 -3.450914 -0.018 -0.017 0.013
O -1.702848 1.237149 -1.268259 0.006 0.085 -0.038
H 3.895057 -0.203996 -2.587346 -0.011 0.006 -0.001
H 2.620020 0.132012 -0.443917 0.009 -0.013 0.005
H 0.377649 0.959540 -4.692601 -0.001 -0.004 0.007
Se -2.140781 -1.523305 0.644527 0.177 -0.015 -0.210
C -1.640078 -2.804606 -0.679162 0.035 -0.102 0.060
C -1.774293 -4.181029 -0.440625 0.004 0.016 -0.054
C -1.335708 -5.122836 -1.364522 -0.028 0.059 0.036
C -0.746055 -4.721480 -2.557948 0.001 0.049 0.010
C -0.619751 -3.360555 -2.818730 -0.039 0.008 0.078
C -1.066819 -2.420569 -1.898191 0.009 -0.062 -0.045
H -2.225875 -4.504654 0.491962 0.016 0.008 -0.024
H -1.451850 -6.180340 -1.146347 0.001 0.016 0.002
H -0.392282 -5.454414 -3.273862 -0.007 0.013 0.012
H -0.165159 -3.020725 -3.742492 -0.009 0.006 0.012
H -0.971831 -1.366121 -2.121268 0.004 -0.024 0.003
O 0.814060 -0.079883 1.499210 0.069 0.440 0.220
S 1.886988 -1.065405 1.810105 -0.051 -0.298 -0.060
C 1.410672 -1.845283 3.386632 -0.115 0.119 -0.023
C 0.441229 -2.963722 3.037661 -0.021 -0.001 0.004
C 1.085434 -3.679720 1.853992 0.027 -0.011 -0.031
C 1.499148 -2.587662 0.867932 -0.097 0.069 0.037
H 0.993710 -1.039890 3.993740 0.033 -0.038 -0.005
H 2.327777 -2.223030 3.849932 0.011 0.037 -0.051
H -0.515770 -2.536724 2.720410 0.039 -0.030 0.008
H 0.269714 -3.630528 3.887198 0.015 0.026 -0.024
H 0.399240 -4.374239 1.368194 -0.006 0.016 -0.004
H 1.963715 -4.243184 2.189845 -0.018 0.000 -0.025
H 0.651327 -2.270526 0.253636 0.050 -0.036 0.001
H 2.336152 -2.845464 0.222011 0.035 0.022 0.015
```
Forces are in eV/Å.

Summary:
Spin multiplicity: 2
HOMO-LUMO gap (alpha / beta), hartree: 0.2121 / 0.2118
Max |F|, Eh/bohr: 0.0097
Total charge: -2
HOMO energy (alpha / beta), eV: -1.997 / -1.987
<S²>: 0.768